(1)
The following is a quantum chemistry calculation of a 2-piece molecular cluster, C2H10N3O overall, from OMol25.

HOMO energy (eV): -14.68
Energy above the lowest of the compared OMol25 structures with the same formula, charge and spin (kcal per mole): 35.4
Energy (Eh): -321.4686
Total charge: +1

The geometry in XYZ format:
```
16
Properties=species:S:1:pos:R:3:forces:R:3:mulliken_charge:R:1
C -0.779641 1.147963 -1.296164 1.4 1.2 -1.3 -0.927
N -1.021273 -0.022037 -0.477052 0.6 1.7 1.0 -0.150
C -0.466884 -0.264172 0.691983 -0.3 -2.0 -0.4 0.763
N -0.715878 -1.520075 1.191992 -0.1 -0.2 1.2 -0.449
N 0.447855 0.511706 1.283166 -1.1 2.2 1.6 -0.454
H -0.093583 0.811225 -2.077651 -0.5 0.0 -0.5 0.363
H -0.171073 2.023495 -0.936360 -0.7 -1.2 0.9 0.296
H -1.683359 1.614275 -1.706723 0.1 -0.6 0.2 0.327
H -1.436978 -0.811043 -0.938144 -0.5 -0.1 0.1 0.240
H -0.576913 -2.310540 0.594369 -0.2 -0.1 -0.3 0.229
H -1.200598 -1.721812 2.082396 0.9 0.6 -0.8 0.232
H 0.770811 0.272857 2.221099 -0.2 -0.7 -0.5 0.257
H 0.285084 1.527098 1.302740 0.1 -0.5 -0.7 0.272
H 2.647391 -0.897578 -0.971517 -0.6 -1.1 -0.6 0.301
H 2.215549 0.205327 -0.282430 -1.1 0.3 0.3 0.302
O 1.779491 -0.566688 -0.681703 2.1 0.4 -0.2 -0.602
```
Positions in Å, forces in eV/Å.

(2)
The following is a quantum chemistry calculation of a 2-piece molecular cluster, C2H10N3O overall, from OMol25.

HOMO energy (eV): -14.26
Energy above the lowest of the compared OMol25 structures with the same formula, charge and spin (kcal per mole): 17.0
Energy (Eh): -321.4979
Total charge: +1

The geometry in XYZ format:
```
16
Properties=species:S:1:pos:R:3:forces:R:3:mulliken_charge:R:1
C 0.954895 -0.646643 -0.179018 2.9 0.5 2.2 0.872
N -0.156774 -0.598863 -0.814298 -2.8 0.5 -1.6 -0.326
N 1.654815 0.452687 0.125912 0.1 0.8 -0.2 -0.226
N 1.392645 -1.829083 0.255072 -0.3 -1.0 -0.1 -0.401
C 1.302255 1.849996 -0.269328 0.2 -0.3 0.0 -0.803
H -0.515794 0.313707 -1.105558 -0.1 -0.9 0.2 0.139
H -0.757934 -1.425023 -0.865248 0.2 0.7 -0.2 0.230
H 2.501805 0.352847 0.690852 -0.6 -0.1 -0.5 0.217
H 2.293765 -2.000852 0.707842 -0.7 0.2 -0.4 0.220
H 0.796085 -2.616083 -0.011908 0.9 0.2 0.5 0.190
H 0.535475 1.842176 -1.062168 0.5 0.1 0.3 0.293
H 2.209245 2.339766 -0.661888 -0.5 -0.3 0.1 0.299
H 0.923075 2.441426 0.580992 0.1 -0.5 -0.3 0.293
O -4.189733 -0.513003 0.869312 -0.3 1.1 -0.1 -0.663
H -4.905063 -0.211053 0.264852 0.7 -0.3 0.7 0.336
H -4.038763 0.247997 1.474581 -0.3 -0.8 -0.6 0.329
```
Positions in Å, forces in eV/Å.

(3)
The following is a quantum chemistry calculation of a 2-piece molecular cluster, C2H10N3O overall, from OMol25.

HOMO energy (alpha / beta) (eV): -19.99 / -19.96
Spin multiplicity: 2
<S²>: 0.7556
Energy above the lowest of the compared OMol25 structures with the same formula, charge and spin (kcal per mole): 12.9
Energy (Eh): -320.9816
Total charge: +2

The geometry in XYZ format:
```
16
Properties=species:S:1:pos:R:3:forces:R:3:mulliken_charge:R:1
C 0.896096 -0.239141 -1.757588 -0.3 0.3 -0.9 -0.762
N 0.411725 0.099800 -0.468432 0.8 -0.6 -1.0 0.213
C -0.923838 -0.048412 -0.111658 -2.7 0.4 2.4 0.655
N -1.206487 -0.392741 1.137913 1.2 0.8 -0.5 -0.224
N -1.894604 0.317176 -0.928919 0.6 -0.9 -1.5 -0.320
H 0.197285 0.150278 -2.525830 0.1 -0.4 0.2 0.365
H 0.910004 -1.353657 -1.860897 -0.1 0.2 0.0 0.408
H 1.881738 0.146589 -2.007768 0.2 0.0 0.6 0.339
H 1.072568 0.407033 0.254114 0.0 -0.1 0.7 0.320
H -2.137992 -0.259846 1.528964 0.0 -0.3 -0.2 0.295
H -0.451296 -0.415312 1.820124 0.1 -0.1 0.1 0.216
H -2.882801 0.270761 -0.694849 0.1 0.0 0.6 0.289
H -1.786951 0.134153 -1.922637 0.2 0.6 -0.1 0.232
H 1.711975 0.191219 3.230475 0.0 0.1 0.0 0.338
H 2.558324 0.545054 2.007382 0.2 0.1 0.3 0.316
O 1.644253 0.447047 2.299606 -0.2 -0.2 -0.6 -0.680
```
Positions in Å, forces in eV/Å.

(4)
The following is a quantum chemistry calculation of a 2-piece molecular cluster, C2H10N3S overall, from OMol25.

HOMO energy (eV): -13.33
Energy above the lowest of the compared OMol25 structures with the same formula, charge and spin (kcal per mole): 7.9
Energy (Eh): -644.4388
Total charge: +1

The geometry in XYZ format:
```
16
Properties=species:S:1:pos:R:3:forces:R:3:mulliken_charge:R:1
N -0.862161 1.947975 0.607537 -1.4 -0.2 -0.5 -0.346
C -1.305014 0.719309 0.311200 1.4 -0.9 0.3 0.687
N -2.509686 0.589414 -0.247626 0.2 -1.4 -0.1 -0.441
N -0.557721 -0.385367 0.555063 -0.1 1.4 -0.4 -0.315
H -1.537060 2.719201 0.527934 0.9 -0.5 0.1 0.215
H 0.033559 2.114245 1.010279 0.4 0.0 0.3 0.221
H -2.819255 1.422308 -0.677369 -0.9 0.7 -0.5 0.235
H -2.675605 -0.286266 -0.769486 -0.1 1.0 0.5 0.261
H -0.977591 -1.278237 0.329681 0.2 0.2 0.0 0.251
H 0.503118 -0.282952 0.529993 -1.2 -0.1 0.5 0.014
C 2.082273 -1.284889 -0.870041 0.4 -0.7 0.0 -0.680
S 2.518903 -0.359407 0.675535 0.4 0.3 -1.0 -0.214
H 1.811430 -0.524026 -1.615100 0.2 -0.3 0.2 0.287
H 2.948384 -1.901558 -1.237420 -0.9 0.7 0.4 0.298
H 1.207313 -1.947490 -0.682787 0.7 0.4 -0.2 0.292
H 2.139113 -1.262260 1.552606 0.0 -0.6 0.4 0.235
```
Positions in Å, forces in eV/Å.